Below is 7 unconnected molecules or ions with the total composition C42H54IN6O, with properties calculated with ωB97M-V with the def2-TZVPD basis set.

HOMO energy	-1.797	eV
calculated total energy	-2334.13291	a.u.
total charge	-1
spin multiplicity	1

Cartesian coordinates (Å):
C  5.756  0.063  1.289
C  5.838  0.713  -0.136
C  4.457  0.945  -0.901
I  2.757  0.203  0.293
C  4.364  2.472  -1.244
C  3.777  2.694  -2.688
C  2.191  2.600  -2.796
C  1.449  3.698  -1.967
C  0.584  3.154  -0.778
C  -0.499  2.111  -1.232
C  -1.116  1.296  -0.024
C  -1.624  -0.080  -0.624
O  -0.708  -1.129  -0.293
C  0.042  -1.560  -1.414
H  5.211  0.687  2.027
H  6.811  -0.005  1.672
H  5.381  -0.984  1.288
H  6.296  1.714  0.003
H  6.477  0.099  -0.810
H  4.484  0.345  -1.842
H  3.649  2.962  -0.532
H  4.162  1.893  -3.373
H  4.123  3.676  -3.097
H  1.913  2.747  -3.870
H  1.915  1.557  -2.535
H  0.741  4.233  -2.650
H  2.140  4.493  -1.598
H  0.008  3.986  -0.294
H  1.255  2.761  0.014
H  -0.057  1.363  -1.920
H  -1.314  2.617  -1.804
H  -0.350  1.142  0.764
H  -1.954  1.855  0.450
H  -1.702  0.024  -1.725
H  -2.640  -0.341  -0.242
H  0.865  -2.190  -1.009
H  -0.568  -2.119  -2.167
H  0.540  -0.728  -1.964
N  -3.096  0.707  2.623
C  -2.730  -0.508  3.046
C  -3.344  -1.177  4.092
C  -4.397  -0.552  4.742
C  -4.794  0.708  4.324
C  -4.115  1.289  3.264
H  -1.900  -0.953  2.507
H  -3.007  -2.161  4.390
H  -4.902  -1.042  5.566
H  -5.611  1.228  4.807
H  -4.390  2.273  2.898
N  0.816  5.068  -5.276
C  0.811  4.656  -6.547
C  -0.014  5.186  -7.527
C  -0.889  6.200  -7.169
C  -0.903  6.642  -5.856
C  -0.034  6.047  -4.955
H  1.509  3.859  -6.777
H  0.027  4.815  -8.542
H  -1.551  6.641  -7.905
H  -1.572  7.431  -5.538
H  -0.005  6.360  -3.917
N  4.885  -3.849  0.627
C  4.263  -3.201  -0.366
C  4.562  -3.382  -1.707
C  5.561  -4.280  -2.043
C  6.220  -4.962  -1.032
C  5.845  -4.713  0.278
H  3.491  -2.503  -0.057
H  4.025  -2.830  -2.468
H  5.824  -4.448  -3.081
H  7.006  -5.672  -1.255
H  6.329  -5.225  1.103
N  4.373  -5.472  4.180
C  5.126  -4.416  3.847
C  5.832  -3.654  4.766
C  5.753  -3.999  6.105
C  4.978  -5.088  6.474
C  4.314  -5.787  5.478
H  5.155  -4.181  2.787
H  6.427  -2.811  4.440
H  6.288  -3.427  6.854
H  4.890  -5.388  7.510
H  3.699  -6.648  5.718
N  -3.864  1.079  -2.814
C  -3.883  0.654  -4.081
C  -4.691  1.199  -5.066
C  -5.533  2.244  -4.719
C  -5.532  2.701  -3.411
C  -4.682  2.089  -2.504
H  -3.209  -0.167  -4.303
H  -4.663  0.815  -6.077
H  -6.182  2.697  -5.460
H  -6.175  3.514  -3.102
H  -4.642  2.413  -1.469
N  -9.646  -2.380  6.090
C  -8.647  -1.749  5.463
C  -7.547  -2.393  4.921
C  -7.472  -3.772  5.036
C  -8.494  -4.448  5.683
C  -9.552  -3.710  6.187
H  -8.748  -0.671  5.401
H  -6.770  -1.831  4.422
H  -6.627  -4.313  4.627
H  -8.471  -5.524  5.793
H  -10.377  -4.195  6.698

***

Below is a gas-phase ion, C9H13OP2 (charge +1), with properties calculated with ωB97M-V with the def2-TZVPD basis set.

HOMO energy	-12.776	eV
calculated total energy	-1108.32606	a.u.
total charge	+1
spin multiplicity	1

Cartesian coordinates (Å):
C  3.102  -1.955  -0.242
C  2.785  -1.017  0.696
C  2.201  -2.321  -1.230
C  1.519  -0.497  0.792
C  0.913  -1.835  -1.198
C  0.552  -0.860  -0.173
C  -0.994  2.284  -2.559
C  -2.931  0.644  1.624
C  -1.592  -0.056  1.555
O  -0.029  1.965  -0.071
P  -1.326  1.678  -1.062
P  -1.212  -0.501  -0.205
H  4.015  -2.398  -0.353
H  3.373  -0.585  1.470
H  2.399  -2.932  -2.025
H  1.118  0.216  1.581
H  0.321  -2.131  -2.091
H  -0.288  3.093  -2.406
H  -1.562  2.263  -3.482
H  -3.165  0.898  2.633
H  -2.895  1.674  1.130
H  -3.949  0.115  1.104
H  -1.566  -0.963  2.037
H  -0.857  0.415  2.095
H  0.069  2.807  0.377

***

Below is 4 unconnected molecules or ions with the total composition C20H20N4, with properties calculated with ωB97M-V with the def2-TZVPD basis set.

HOMO energy	-9.611	eV
calculated total energy	-993.10923	a.u.
relative energy (zero: lowest compared OMol25 entry of this formula, charge and spin)	2.137	eV
SMILES	c1ccncc1.c1ccncc1.c1ccncc1.c1ccncc1
spin multiplicity	1

Cartesian coordinates (Å):
N  1.638  3.448  -2.861
C  1.496  4.609  -3.500
C  0.546  5.552  -3.158
C  -0.284  5.303  -2.082
C  -0.124  4.121  -1.382
C  0.853  3.227  -1.817
H  2.180  4.768  -4.326
H  0.448  6.468  -3.727
H  -1.052  6.007  -1.787
H  -0.700  3.883  -0.498
H  0.959  2.272  -1.314
N  -0.591  -7.330  -2.396
C  -1.214  -6.203  -2.085
C  -1.019  -5.514  -0.895
C  -0.130  -6.032  0.026
C  0.543  -7.199  -0.295
C  0.285  -7.805  -1.513
H  -1.940  -5.846  -2.810
H  -1.575  -4.599  -0.734
H  0.009  -5.566  0.994
H  1.237  -7.653  0.400
H  0.787  -8.728  -1.780
N  0.116  -0.493  0.978
C  1.098  0.333  0.640
C  2.152  -0.030  -0.189
C  2.157  -1.304  -0.738
C  1.139  -2.171  -0.396
C  0.142  -1.716  0.459
H  1.034  1.336  1.054
H  2.903  0.695  -0.473
H  2.957  -1.589  -1.409
H  1.042  -3.172  -0.796
H  -0.683  -2.361  0.744
N  -1.158  1.810  4.400
C  -1.220  3.058  4.838
C  -1.512  4.147  4.036
C  -1.751  3.928  2.690
C  -1.669  2.627  2.214
C  -1.380  1.601  3.099
H  -1.029  3.201  5.898
H  -1.541  5.132  4.482
H  -1.955  4.786  2.062
H  -1.885  2.433  1.170
H  -1.308  0.570  2.777

***

Below is 9 unconnected molecules or ions with the total composition C18H54O9, with properties calculated with ωB97M-V with the def2-TZVPD basis set.

HOMO energy	-9.646	eV
calculated total energy	-1395.25391	a.u.
relative energy (zero: lowest compared OMol25 entry of this formula, charge and spin)	3.073	eV
SMILES	CCO.CCO.CCO.CCO.CCO.CCO.CCO.CCO.CCO
spin multiplicity	1

Cartesian coordinates (Å):
C  1.965  -3.343  1.837
C  1.222  -4.027  0.712
O  2.204  -4.333  -0.297
H  1.215  -3.097  2.593
H  2.476  -2.431  1.528
H  2.702  -3.992  2.305
H  0.426  -3.427  0.272
H  0.861  -4.983  1.099
H  1.804  -4.842  -1.008
C  0.428  0.614  0.741
C  0.751  -0.346  -0.381
O  0.540  0.259  -1.650
H  0.602  0.204  1.732
H  -0.620  0.906  0.632
H  1.001  1.532  0.583
H  0.066  -1.204  -0.343
H  1.754  -0.782  -0.311
H  1.324  0.117  -2.205
C  -4.362  1.501  2.903
C  -3.723  1.970  1.609
O  -4.783  2.050  0.651
H  -5.089  2.230  3.265
H  -3.679  1.228  3.706
H  -4.973  0.618  2.689
H  -2.952  1.265  1.288
H  -3.313  2.976  1.727
H  -4.487  2.593  -0.086
C  0.451  3.738  -1.551
C  0.274  4.818  -0.488
O  -1.107  5.119  -0.363
H  0.154  4.058  -2.548
H  -0.149  2.883  -1.243
H  1.514  3.488  -1.556
H  0.826  5.707  -0.825
H  0.719  4.485  0.453
H  -1.267  5.563  0.475
C  -1.521  -1.848  2.620
C  -2.235  -1.947  3.966
O  -1.865  -3.199  4.569
H  -1.945  -0.996  2.073
H  -1.774  -2.706  1.989
H  -0.443  -1.732  2.658
H  -3.314  -1.844  3.812
H  -1.931  -1.169  4.665
H  -2.084  -3.874  3.917
C  0.077  -1.235  -5.102
C  0.807  0.060  -5.408
O  0.221  0.715  -6.510
H  0.455  -1.755  -4.220
H  0.178  -1.923  -5.950
H  -0.993  -1.086  -4.960
H  1.881  -0.116  -5.499
H  0.710  0.667  -4.496
H  0.001  1.619  -6.286
C  -2.485  1.781  -3.964
C  -2.740  1.011  -2.653
O  -2.072  -0.210  -2.604
H  -2.639  1.136  -4.830
H  -1.406  2.002  -3.991
H  -2.966  2.754  -4.038
H  -3.816  0.879  -2.546
H  -2.392  1.669  -1.845
H  -1.122  -0.064  -2.472
C  3.761  -1.828  -2.912
C  4.133  -0.390  -2.613
O  3.038  0.468  -2.965
H  2.861  -2.103  -2.360
H  4.564  -2.475  -2.553
H  3.660  -2.000  -3.980
H  5.011  -0.126  -3.216
H  4.414  -0.197  -1.573
H  3.346  1.378  -2.982
C  1.268  -0.239  5.156
C  2.084  -0.816  6.296
O  1.993  0.044  7.437
H  0.219  -0.155  5.426
H  1.395  -0.923  4.314
H  1.673  0.731  4.868
H  3.143  -0.901  6.028
H  1.695  -1.799  6.585
H  2.380  -0.373  8.207